Record 1
DFT (wB97M-V/def2-TZVPD) results for a molecular structure, C44H66As2Ca2F15NO35 at a distorted geometry.

Summary:
E_HOMO (eV): -8.66
Lowest unoccupied orbital energy (eV): -0.432
Max |F| (hartree/bohr): 0.1728
Charge: 0
Frontier orbital gap (eV): 8.2243

Cartesian coordinates (Å):
Ca1 -11.2759 -22.8147 -4.2801
Ca2 -9.5844 -20.0279 -7.3249
As1 -9.7709 -16.1230 -8.2251
F1 -8.3904 -15.8771 -7.0771
F2 -8.7863 -16.9991 -9.3395
F3 -11.1629 -16.4360 -9.2766
F4 -10.8235 -15.3593 -7.0123
F5 -9.4475 -14.5578 -8.9558
F6 -9.9560 -17.7274 -7.4516
As2 -7.2233 -22.6231 -5.0734
F7 -8.8562 -22.9840 -4.4229
F8 -7.4749 -23.9529 -6.3564
F9 -5.5342 -22.2232 -5.6458
F10 -7.1322 -21.2923 -3.8347
F11 -6.5534 -23.7980 -3.9397
F12 -7.9562 -21.4189 -6.2876
C1 -12.0493 -19.9548 -4.8747
O1 -12.7252 -21.0023 -4.0579
O2 -10.8494 -20.6345 -5.1892
C2 -12.9490 -19.5043 -6.0464
F13 -12.2080 -19.4121 -7.1659
F14 -13.8303 -20.4321 -6.3860
F15 -13.4041 -18.3169 -5.8058
C3 -13.8151 -20.5424 -3.2926
C4 -13.5503 -19.7939 -1.9710
H1 -14.5192 -19.7272 -1.4761
H2 -12.7712 -20.1102 -1.2774
H3 -13.3308 -18.7591 -2.2338
H4 -14.3679 -21.4646 -3.1137
H5 -14.5741 -20.0281 -3.8821
H6 -12.0833 -19.1427 -4.1486
N1 -10.9521 -23.1930 -7.7374
O3 -11.3158 -23.2198 -6.5491
O4 -10.5121 -22.0414 -8.2204
O5 -11.1573 -24.1745 -8.4661
C5 -9.6088 -19.3357 -13.5032
C6 -10.8528 -18.8586 -12.7910
C7 -11.9674 -19.9005 -12.6331
O6 -11.9677 -20.2340 -11.2230
C8 -11.0331 -19.3486 -10.5591
O7 -10.9010 -19.3997 -9.3373
O8 -10.3455 -18.5972 -11.4864
H7 -8.8552 -18.5753 -13.7078
H8 -9.8940 -19.7623 -14.4649
H9 -9.1247 -20.0961 -12.8904
H10 -11.3103 -17.9761 -13.2381
H11 -11.8248 -20.7356 -13.3189
H12 -12.9573 -19.4911 -12.8344
C9 -14.1809 -25.0128 -10.4675
C10 -14.2911 -24.0724 -9.2510
C11 -13.8063 -22.6718 -9.5328
O9 -14.9355 -21.8739 -9.4747
C12 -15.9646 -22.6024 -9.0123
O10 -17.1085 -22.1781 -8.8188
O11 -15.6048 -23.8766 -8.8770
H13 -14.8988 -25.7878 -10.1989
H14 -13.2542 -25.5473 -10.6769
H15 -14.5366 -24.4390 -11.3233
H16 -13.6983 -24.5930 -8.4989
H17 -13.2627 -22.6533 -10.4774
H18 -13.0394 -22.5063 -8.7761
C13 -16.3665 -26.3430 -7.5056
C14 -15.9399 -26.0597 -6.0330
C15 -14.7288 -26.7839 -5.5220
O12 -13.7416 -25.7051 -5.3183
C16 -14.3802 -24.5572 -5.3509
O13 -13.8606 -23.4916 -5.0410
O14 -15.5693 -24.7592 -5.7152
H19 -17.1283 -25.7129 -7.9647
H20 -16.8631 -27.3110 -7.5729
H21 -15.5885 -26.4425 -8.2626
H22 -16.6771 -26.3168 -5.2723
H23 -14.5157 -27.5337 -6.2839
H24 -15.0019 -27.4473 -4.7014
C17 -8.1821 -24.2770 -10.8761
C18 -8.8179 -24.7253 -12.1926
C19 -7.8811 -25.4908 -13.1174
O15 -8.4347 -26.7783 -12.9699
C20 -9.6199 -26.7527 -12.4641
O16 -10.3875 -27.7066 -12.2768
O17 -9.7644 -25.6327 -11.8632
H25 -7.5079 -23.4971 -11.2300
H26 -7.7222 -25.1465 -10.4063
H27 -8.8290 -23.7726 -10.1584
H28 -9.2573 -23.9077 -12.7640
H29 -6.8714 -25.3933 -12.7186
H30 -7.7395 -25.1749 -14.1510
C21 -7.3427 -26.1420 -0.8981
C22 -7.9509 -26.2047 -2.2262
C23 -8.6395 -27.5225 -2.5443
O18 -9.7761 -27.0992 -3.3442
C24 -10.0216 -25.8771 -3.0620
O19 -10.8465 -25.0987 -3.5588
O20 -9.0669 -25.5315 -2.1493
H31 -8.1499 -26.2666 -0.1763
H32 -6.7767 -25.2180 -0.7797
H33 -6.6916 -27.0069 -0.7720
H34 -7.3781 -25.8295 -3.0742
H35 -8.9803 -28.0857 -1.6755
H36 -8.0578 -28.1895 -3.1806
C25 -8.8344 -17.3016 -1.3917
C26 -8.5757 -16.9195 -2.8464
C27 -7.1587 -16.5240 -3.2054
O21 -6.8840 -17.4019 -4.2989
C28 -7.8857 -18.1904 -4.5514
O22 -8.0222 -18.8231 -5.5546
O23 -8.8632 -17.9785 -3.7462
H37 -9.8900 -17.5055 -1.2125
H38 -8.5039 -16.5833 -0.6414
H39 -8.4427 -18.2781 -1.1069
H40 -9.2237 -16.1009 -3.1596
H41 -6.5632 -16.7981 -2.3346
H42 -7.2389 -15.4755 -3.4923
C29 -9.1581 -28.5804 -7.6430
C30 -10.6926 -28.5066 -7.2698
C31 -11.4072 -27.1885 -7.5050
O24 -12.5956 -27.3354 -8.1911
C32 -12.8084 -28.6145 -8.3979
O25 -13.8999 -29.1269 -8.6457
O26 -11.5722 -29.2837 -8.1967
H43 -8.8936 -29.5022 -7.1248
H44 -8.5779 -27.8022 -7.1472
H45 -9.0084 -28.7206 -8.7135
H46 -10.9355 -28.8844 -6.2766
H47 -10.7285 -26.5695 -8.0917
H48 -11.5423 -26.7407 -6.5205
C33 -13.4527 -23.1964 1.5552
C34 -13.4934 -24.4534 0.6833
C35 -14.8909 -24.5650 0.0263
O27 -14.5703 -24.1314 -1.2831
C36 -13.1947 -23.8230 -1.3950
O28 -12.6321 -23.2868 -2.3523
O29 -12.6271 -24.0827 -0.2939
H49 -13.7216 -22.3868 0.8766
H50 -12.4941 -23.1541 2.0723
H51 -14.0963 -23.3173 2.4265
H52 -13.2254 -25.2224 1.4078
H53 -15.6355 -24.1797 0.7229
H54 -15.1099 -25.6301 0.1011
C37 -5.9419 -17.0522 -11.2255
C38 -5.3472 -18.3339 -10.5529
C39 -5.0511 -17.9994 -9.0565
O30 -6.2236 -18.4121 -8.3902
C40 -6.7743 -19.4329 -9.1445
O31 -7.7712 -20.1054 -8.7792
O32 -6.4041 -19.2351 -10.4327
H55 -6.5055 -16.4809 -10.4879
H56 -6.3960 -17.3648 -12.1658
H57 -5.1697 -16.4722 -11.7309
H58 -4.5424 -18.7062 -11.1868
H59 -4.8695 -16.9450 -8.8483
H60 -4.2994 -18.7263 -8.7490
C41 -7.8328 -23.2222 1.4992
C42 -9.1672 -22.8159 0.8758
C43 -9.6180 -21.4135 1.0736
O33 -10.0323 -21.1018 -0.2049
C44 -9.6828 -22.1105 -1.0712
O34 -9.7571 -22.0644 -2.2478
O35 -9.2547 -23.1121 -0.4192
H61 -7.7870 -24.3002 1.3449
H62 -7.5981 -22.8888 2.5100
H63 -6.9293 -22.8673 1.0034
H64 -9.9861 -23.4298 1.2507
H65 -8.8184 -20.7718 1.4438
H66 -10.4892 -21.5699 1.7096

Record 2
DFT (wB97M-V/def2-TZVPD) results for a molecular structure, C44H68N11O6ScSeSi at a distorted geometry.

Summary:
E_HOMO (eV): -6.79
Lowest unoccupied orbital energy (eV): 0.232
Max |F| (hartree/bohr): 0.0235
Charge: 0
ΔE to the lowest compared entry with this formula, charge and spin (kcal per mole): 45.1
Frontier orbital gap (eV): 7.0240

Cartesian coordinates (Å):
Sc1 0.5834 -1.0637 -0.3048
O1 2.5238 -4.0107 1.8850
C1 2.4361 -2.9193 1.3551
O2 1.5590 -2.6029 0.4476
C2 3.4690 -1.8370 1.6132
C3 3.9808 -1.3790 0.2260
C4 5.2881 -0.5996 0.3535
C5 4.7908 0.7113 1.0211
C6 3.2743 0.4863 1.0496
O3 3.0386 -0.3423 -0.1216
C7 2.9400 -0.4779 2.2075
C8 1.4578 -0.3263 2.5389
O4 1.1303 -0.0771 3.6867
O5 0.6481 -0.3486 1.5225
H1 4.2498 -2.2627 2.2351
H2 3.9794 -2.1569 -0.5297
H3 6.0229 -1.1375 0.9508
H4 5.7050 -0.4119 -0.6360
H5 5.1777 0.8348 2.0319
H6 5.0628 1.5970 0.4467
H7 2.6574 1.3744 0.9979
H8 3.4771 -0.2190 3.1105
C9 -5.0327 0.9324 -0.8263
N1 -4.0868 -0.0658 -0.3585
C10 -4.7426 -1.1552 0.3560
C11 -2.7441 0.0493 -0.5572
N2 -1.8178 -0.5777 0.0904
C12 -2.0999 -0.9945 1.4359
C13 -2.5208 -0.0291 2.3095
C14 -2.8194 -0.3270 3.6493
C15 -2.7131 -1.6091 4.0935
C16 -2.2638 -2.6359 3.2295
C17 -2.1553 -3.9568 3.7237
C18 -1.6939 -4.9500 2.9160
C19 -1.3452 -4.6670 1.5851
C20 -1.4610 -3.4044 1.0377
N3 -1.0088 -3.2089 -0.2781
C21 -1.2333 -4.1861 -1.1149
N4 -0.2816 -4.6836 -1.9363
C22 1.1317 -4.6081 -1.5633
C23 -0.5685 -5.2211 -3.2593
N5 -2.4875 -4.7603 -1.2699
C24 -2.6407 -6.2024 -1.1914
C25 -3.6504 -4.0092 -0.8424
C26 -1.9284 -2.3389 1.8747
N6 -2.3644 0.9556 -1.5751
C27 -2.8782 0.6955 -2.9183
C28 -2.3059 2.3490 -1.1019
H9 -5.7123 0.5008 -1.5649
H10 -4.5379 1.7884 -1.2671
H11 -5.6331 1.2803 0.0169
H12 -5.5047 -1.5917 -0.2969
H13 -5.2281 -0.7828 1.2610
H14 -4.0454 -1.9274 0.6439
H15 -2.5799 0.9956 1.9607
H16 -3.1295 0.4677 4.3171
H17 -2.9492 -1.8632 5.1219
H18 -2.4242 -4.1545 4.7562
H19 -1.5701 -5.9565 3.2976
H20 -0.9038 -5.4509 0.9799
H21 1.2355 -4.6945 -0.4880
H22 1.5848 -3.6694 -1.8664
H23 1.6509 -5.4387 -2.0457
H24 -0.3030 -6.2801 -3.3177
H25 0.0102 -4.6798 -4.0097
H26 -1.6234 -5.1100 -3.4910
H27 -1.6872 -6.6949 -1.3637
H28 -3.3574 -6.5568 -1.9364
H29 -3.0024 -6.4916 -0.1974
H30 -3.5017 -2.9595 -1.0895
H31 -3.8397 -4.0983 0.2346
H32 -4.5248 -4.3833 -1.3803
H33 -3.5456 -0.1691 -2.9093
H34 -2.0692 0.4661 -3.6136
H35 -3.4337 1.5531 -3.3080
H36 -2.6000 2.4060 -0.0530
H37 -2.9804 2.9818 -1.6890
H38 -1.3075 2.7779 -1.1484
C29 0.0500 2.7046 -3.6756
N7 1.1100 3.0651 -2.7435
C30 1.6673 4.3960 -2.9335
C31 1.4969 2.2690 -1.6848
N8 0.8516 1.2579 -1.2412
N9 2.7813 2.5496 -1.1395
C32 3.8773 2.1337 -2.0024
C33 2.9950 3.7310 -0.3236
H39 0.4309 2.7837 -4.6949
H40 -0.8165 3.3630 -3.5811
H41 -0.2635 1.6774 -3.5239
H42 1.3477 4.7622 -3.9063
H43 2.7554 4.3918 -2.9250
H44 1.3157 5.0997 -2.1744
H45 -0.0513 1.1266 -1.6947
H46 3.7257 1.0925 -2.2932
H47 4.8118 2.1989 -1.4424
H48 3.9894 2.7406 -2.9127
H49 2.0787 3.9642 0.2211
H50 3.3152 4.6188 -0.8846
H51 3.7724 3.5143 0.4174
C34 1.5426 3.0233 4.6356
N10 0.6943 4.1235 4.2026
C35 -0.0172 4.1268 3.0493
Se1 -0.0609 2.8246 1.7761
N11 -0.6727 5.3195 3.0208
C36 -0.3640 6.0939 4.1358
C37 -0.7472 7.3617 4.5345
C38 -0.2088 7.8442 5.7222
C39 0.6756 7.0758 6.4790
C40 1.0538 5.8008 6.0738
C41 0.5182 5.3266 4.8892
H52 1.1502 2.0827 4.2548
H53 1.5529 2.9939 5.7238
H54 2.5619 3.1558 4.2675
H55 -1.2797 5.5623 2.2614
H56 -1.4343 7.9577 3.9443
H57 -0.4795 8.8371 6.0621
H58 1.0764 7.4789 7.4002
H59 1.7404 5.2065 6.6631
C42 -0.7407 -2.1070 -4.7046
Si1 0.8573 -1.5261 -3.8809
C43 1.3991 0.0539 -4.7751
C44 2.2069 -2.7366 -4.3858
O6 0.6522 -1.3252 -2.3023
H60 -0.5379 -2.8198 -5.5132
H61 -1.2997 -1.2716 -5.1421
H62 -1.3970 -2.5985 -3.9741
H63 2.1759 -0.1895 -5.5093
H64 1.8245 0.7870 -4.0770
H65 0.5794 0.5378 -5.3182
H66 2.2475 -2.7863 -5.4807
H67 2.0768 -3.7566 -4.0129
H68 3.1857 -2.3841 -4.0311